DFT (wB97M-V/def2-TZVPD) results for a single C5H9N molecule.

CARTESIAN COORDINATES (ANGSTROEM)
C: -1.5524 0.9881 0.1731
C: -1.8663 -0.4430 -0.1710
C: -0.5144 -0.0747 0.3586
N: 0.5740 -0.1026 -0.5798
C: 1.6932 -0.9574 -0.2348
C: 1.8140 0.5202 -0.1562
H: -1.3997 1.6845 -0.6456
H: -2.0059 1.4161 1.0627
H: -2.5486 -0.9988 0.4654
H: -1.9032 -0.7000 -1.2252
H: -0.2756 -0.3621 1.3885
H: 1.6422 -1.4986 0.7111
H: 2.1465 -1.5110 -1.0536
H: 2.3472 1.0691 -0.9293
H: 1.8490 0.9703 0.8360

Summary:
**E**: -250.58856 a.u.
**SMILES string**: C1CC1N1CC1
**LUMO level**: 1.329 eV